1.
Below is one molecule with the formula C2H4BrN, with properties calculated with the ωB97M-V functional and the def2-TZVPD basis.

Geometry as XYZ:
```
8
C2H4BrN | the OMol25 dataset | the ωB97M-V functional and the def2-TZVPD basis
H 0.90 1.03 1.52
H -1.34 -0.62 -1.07
H 0.05 1.73 0.27
H -0.84 0.48 1.28
C 0.17 0.85 0.76
C -0.24 -0.89 -0.85
Br 0.59 -2.32 -1.87
N 0.70 -0.26 -0.04
```

The calculation puts the energy relative to the best compared isomer or geometry (same formula, charge and spin) at 33.56 kcal per mole. The SMILES is C/N=C/Br. The energy is -2707.30558 Eh.

---

2.
Below is one molecule with the formula C2H4BrNO2, with properties calculated with the ωB97M-V functional and the def2-TZVPD basis.

Geometry as XYZ:
```
10
C2H4BrNO2 | the OMol25 dataset | the ωB97M-V functional and the def2-TZVPD basis
H 0.99 -0.51 0.14
H -1.00 -0.40 -1.24
N 0.63 0.83 -2.01
O 1.61 1.28 -1.51
H -0.39 -0.20 1.13
H 0.84 1.21 0.70
C -0.38 0.44 -0.93
O 0.49 0.50 -3.19
Br -1.80 1.82 -1.10
C 0.28 0.25 0.38
```

The calculation puts the energy relative to the best compared isomer or geometry (same formula, charge and spin) at 74.26 kcal per mole. The SMILES is C[C@@H](Br)[N+](=O)[O-]. The energy is -2857.74150 Eh.

---

3.
Below is one molecule with the formula C2H4BrO2P, with properties calculated with the ωB97M-V functional and the def2-TZVPD basis.

Geometry as XYZ:
```
10
C2H4BrO2P | the OMol25 dataset | the ωB97M-V functional and the def2-TZVPD basis
H -0.32 0.94 1.34
C -1.15 0.65 0.68
Br 2.79 0.45 0.29
H -2.01 0.74 1.26
O -1.56 -1.78 0.25
H 2.27 -1.05 -1.83
C -0.85 -0.79 0.08
H -1.08 1.58 0.07
O 0.34 -0.87 -0.72
P 1.57 0.13 -1.41
```

The calculation puts the energy relative to the best compared isomer or geometry (same formula, charge and spin) at 18.49 kcal per mole. The SMILES is CC(=O)OPBr. The energy is -3144.45584 Eh.

---

4.
Below is one molecule with the formula C2H4BrOP, with properties calculated with the ωB97M-V functional and the def2-TZVPD basis.

Geometry as XYZ:
```
9
C2H4BrOP | the OMol25 dataset | the ωB97M-V functional and the def2-TZVPD basis
H 0.39 1.08 0.51
P -2.38 1.58 0.52
C 0.13 0.07 0.21
H 0.22 -0.61 0.96
H -1.24 0.70 -1.34
O -2.69 2.47 -0.62
C -1.23 0.23 -0.32
Br -2.56 -1.18 0.02
H 0.68 -0.23 -0.64
```

The calculation puts the energy relative to the best compared isomer or geometry (same formula, charge and spin) at 18.97 kcal per mole. The energy is -3069.18337 Eh.

---

5.
Below is a 2-piece molecular cluster, C2H4BrP overall, with properties calculated with the ωB97M-V functional and the def2-TZVPD basis.

Geometry as XYZ:
```
8
C2H4BrP | the OMol25 dataset | the ωB97M-V functional and the def2-TZVPD basis
H 4.55 -0.52 1.36
Br 4.81 0.30 0.08
H -0.33 1.08 0.46
H 0.15 0.57 -1.07
C 0.98 -0.62 0.14
H 1.34 1.45 -0.05
C 0.46 0.70 -0.09
P 1.39 -2.12 0.27
```

The calculation puts the energy relative to the best compared isomer or geometry (same formula, charge and spin) at 39.59 kcal per mole. The SMILES is CC#P.Br. The energy is -2993.89142 Eh.

---

6.
Below is one molecule with the formula C2H4BrP, with properties calculated with the ωB97M-V functional and the def2-TZVPD basis.

Geometry as XYZ:
```
8
C2H4BrP | the OMol25 dataset | the ωB97M-V functional and the def2-TZVPD basis
C -0.31 -0.06 0.69
H 1.45 -0.73 -0.44
H 1.12 1.08 -0.71
H -1.44 0.71 -1.15
C 0.70 0.15 -0.40
Br 0.20 -1.53 1.77
H -0.86 0.91 1.28
P -0.85 -0.54 -1.04
```

The calculation puts the energy relative to the best compared isomer or geometry (same formula, charge and spin) at 32.93 kcal per mole. The SMILES is Br[C@H]1CP1. The energy is -2993.90202 Eh.

---

7.
Below is a 2-piece molecular cluster, C2H4Cl2N2O overall, with properties calculated with the ωB97M-V functional and the def2-TZVPD basis.

Geometry as XYZ:
```
11
C2H4Cl2N2O | the OMol25 dataset | the ωB97M-V functional and the def2-TZVPD basis
H -0.10 0.51 -1.48
N 0.08 -0.28 -0.75
N -2.13 -0.01 0.03
H -2.96 -0.45 0.39
C -0.81 -0.26 0.34
Cl 2.59 1.50 -0.46
Cl 2.69 -1.35 0.01
O -0.33 -0.54 1.44
H 1.34 0.35 1.12
C 1.90 0.12 0.25
H -2.27 0.42 -0.88
```

The calculation puts the energy relative to the best compared isomer or geometry (same formula, charge and spin) at 43.53 kcal per mole. The energy is -1183.67343 Eh.

---

8.
Below is a 2-piece molecular cluster, C2H4Cl2NO3P overall, with properties calculated with the ωB97M-V functional and the def2-TZVPD basis.

Geometry as XYZ:
```
13
C2H4Cl2NO3P | the OMol25 dataset | the ωB97M-V functional and the def2-TZVPD basis
Cl -10.49 -0.01 -0.11
H -1.58 -0.96 0.06
H -1.57 0.19 1.12
C 0.24 0.13 0.02
O 3.31 -0.31 -1.58
O 2.34 1.71 -0.22
C -1.25 0.00 0.13
Cl 1.41 -2.49 0.06
O 3.78 -0.08 0.98
N 1.25 -0.46 0.08
H -1.91 0.62 -0.38
H 1.52 1.45 0.09
P 2.96 0.20 -0.22
```

Its net charge is -2. The calculation puts the energy relative to the best compared isomer or geometry (same formula, charge and spin) at 10.66 kcal per mole. The energy is -1620.93347 Eh.

---

9.
Below is C2H4Cl2Na as an isolated structure, with properties calculated with the ωB97M-V functional and the def2-TZVPD basis.

Geometry as XYZ:
```
9
C2H4Cl2Na | the OMol25 dataset | the ωB97M-V functional and the def2-TZVPD basis
C -0.30 -0.20 -0.57
Cl -0.09 -1.49 0.64
C 1.02 0.15 -1.22
Cl -1.02 1.24 0.19
Na -2.62 0.16 6.41
H -1.05 -0.57 -1.30
H 0.88 0.93 -1.98
H 1.45 -0.75 -1.70
H 1.74 0.51 -0.46
```

Its net charge is +1. The calculation puts the energy relative to the best compared isomer or geometry (same formula, charge and spin) at 12.57 kcal per mole. The energy is -1161.06463 Eh.

---

10.
Below is C2H4Cl2Si as an isolated structure, with properties calculated with the ωB97M-V functional and the def2-TZVPD basis.

Geometry as XYZ:
```
9
C2H4Cl2Si | the OMol25 dataset | the ωB97M-V functional and the def2-TZVPD basis
Si 1.33 0.28 -0.76
Cl 1.97 -1.21 0.44
Cl 2.07 2.10 -0.11
H -0.85 -1.42 1.21
H -1.54 0.95 -0.66
C -1.07 0.21 -0.11
H 2.17 0.14 -2.06
H -2.56 -0.46 1.22
C -1.53 -0.60 0.85
```

The calculation puts the energy relative to the best compared isomer or geometry (same formula, charge and spin) at 28.96 kcal per mole. The energy is -1288.47950 Eh.

---

11.
Below is a 2-piece molecular cluster, C2H4Cl3N overall, with properties calculated with the ωB97M-V functional and the def2-TZVPD basis.

Geometry as XYZ:
```
10
C2H4Cl3N | the OMol25 dataset | the ωB97M-V functional and the def2-TZVPD basis
C -1.20 -0.43 0.01
N -1.08 0.05 1.28
C 0.38 -1.82 -0.52
Cl -1.04 0.72 -1.25
Cl -2.65 -1.53 -0.21
H 0.09 -2.03 -1.63
H 0.07 -2.42 0.34
Cl 1.83 -1.01 -0.08
H -1.24 -0.69 2.01
H -0.90 0.95 1.56
```

The calculation puts the energy relative to the best compared isomer or geometry (same formula, charge and spin) at 51.34 kcal per mole. The energy is -1513.85399 Eh.

---

12.
Below is a 2-piece molecular cluster, C2H4Cl3N2 overall, with properties calculated with the ωB97M-V functional and the def2-TZVPD basis.

Geometry as XYZ:
```
11
C2H4Cl3N2 | the OMol25 dataset | the ωB97M-V functional and the def2-TZVPD basis
N -1.03 0.95 1.80
C -0.27 0.61 0.76
N -0.31 -0.45 0.02
H -1.05 -1.14 0.11
C 1.21 -0.97 -1.70
Cl 2.21 0.45 -1.59
H -1.93 0.53 2.02
H 0.34 1.53 0.49
Cl 1.83 -2.38 -1.03
Cl 0.04 -1.15 -2.87
H -1.04 2.01 1.99
```

Its net charge is +1. The calculation puts the energy relative to the best compared isomer or geometry (same formula, charge and spin) at 40.47 kcal per mole. The energy is -1568.36197 Eh.

---

13.
Below is one molecule with the formula C2H4Cl4Si, with properties calculated with the ωB97M-V functional and the def2-TZVPD basis.

Geometry as XYZ:
```
11
C2H4Cl4Si | the OMol25 dataset | the ωB97M-V functional and the def2-TZVPD basis
H -1.67 0.42 -1.18
C 0.38 -1.32 1.03
Cl -0.87 -2.32 0.21
Cl -0.82 1.77 1.60
C -0.60 0.69 -1.36
H -0.17 0.40 -2.31
H 0.01 -1.30 2.12
H -0.58 1.84 -1.44
Si 0.27 0.48 0.32
Cl 2.00 -1.91 1.07
Cl 2.05 1.28 -0.07
```

The calculation puts the energy relative to the best compared isomer or geometry (same formula, charge and spin) at 43.03 kcal per mole. The SMILES is C[Si](Cl)(Cl)C(Cl)Cl. The energy is -2208.97339 Eh.

---

14.
Below is a 3-piece molecular cluster, C2H4Cl5 overall, with properties calculated with the ωB97M-V functional and the def2-TZVPD basis.

Geometry as XYZ:
```
11
C2H4Cl5 | the OMol25 dataset | the ωB97M-V functional and the def2-TZVPD basis
C 1.86 -0.73 0.69
H 2.02 -1.34 -0.20
H -1.02 1.01 -1.43
C -1.72 1.11 -0.60
Cl -0.60 -2.29 -1.29
Cl 2.24 -1.75 2.11
Cl -3.26 1.95 -1.08
H 0.77 -0.72 0.67
Cl 2.64 0.89 0.62
H -2.04 0.11 -0.29
Cl -0.88 1.76 0.80
```

Its net charge is -1. The calculation puts the energy relative to the best compared isomer or geometry (same formula, charge and spin) at 0.00 kcal per mole. The energy is -2379.64907 Eh.

---

15.
Below is a 2-piece molecular cluster, C2H4ClF overall, with properties calculated with the ωB97M-V functional and the def2-TZVPD basis.

Geometry as XYZ:
```
8
C2H4ClF | the OMol25 dataset | the ωB97M-V functional and the def2-TZVPD basis
F -0.57 -1.16 0.05
H -2.41 -0.42 -0.35
H 0.93 -0.83 0.68
Cl 1.33 0.13 -0.07
C -1.40 -0.11 -0.09
H -1.70 1.95 -0.03
C -1.00 1.14 0.09
H 0.03 1.37 0.36
```

The calculation puts the energy relative to the best compared isomer or geometry (same formula, charge and spin) at 70.58 kcal per mole. The SMILES is C=CF.Cl. The energy is -638.55106 Eh.

---

16.
Below is one molecule with the formula C2H4ClIN2O, with properties calculated with the ωB97M-V functional and the def2-TZVPD basis.

Geometry as XYZ:
```
11
C2H4ClIN2O | the OMol25 dataset | the ωB97M-V functional and the def2-TZVPD basis
H 1.72 1.33 0.22
Cl -0.48 2.01 -0.63
H -2.12 -0.93 -0.69
O 0.47 -1.62 -0.06
H 2.67 0.02 -0.17
N -1.87 0.01 -0.35
C -0.66 0.46 0.03
H -2.71 0.62 -0.14
N 1.69 0.36 -0.03
I -0.54 0.74 2.66
C 0.57 -0.42 -0.04
```

The calculation puts the energy relative to the best compared isomer or geometry (same formula, charge and spin) at 5.89 kcal per mole. The SMILES is NC(=O)[C@](N)(Cl)I. The energy is -1021.23456 Eh.

---

17.
Below is C2H4ClIS as an isolated structure, with properties calculated with the ωB97M-V functional and the def2-TZVPD basis.

Geometry as XYZ:
```
9
C2H4ClIS | the OMol25 dataset | the ωB97M-V functional and the def2-TZVPD basis
C -1.07 -0.04 -0.96
H 1.47 -1.82 0.28
H 0.68 -0.93 1.54
H -0.58 -0.63 -1.71
I 2.02 0.99 0.48
Cl -1.63 2.22 0.83
H -1.14 -0.53 -0.07
S -0.80 1.58 -0.97
C 1.05 -0.83 0.57
```

The calculation puts the energy relative to the best compared isomer or geometry (same formula, charge and spin) at 95.59 kcal per mole. The energy is -1234.51699 Eh.

---

18.
Below is a 2-piece molecular cluster, C2H4ClN overall, with properties calculated with the ωB97M-V functional and the def2-TZVPD basis.

Geometry as XYZ:
```
8
C2H4ClN | the OMol25 dataset | the ωB97M-V functional and the def2-TZVPD basis
H 0.30 1.64 0.21
C 1.29 0.87 0.00
H 2.25 1.42 0.07
H -1.08 -1.37 1.05
N 1.23 -0.29 -0.24
H -0.97 -1.72 -0.80
C -1.27 -1.04 -0.02
Cl -1.76 0.49 -0.27
```

The calculation puts the energy relative to the best compared isomer or geometry (same formula, charge and spin) at 96.85 kcal per mole. The energy is -593.38681 Eh.

---

19.
Below is C2H4ClN as an isolated structure, with properties calculated with the ωB97M-V functional and the def2-TZVPD basis.

Geometry as XYZ:
```
8
C2H4ClN | the OMol25 dataset | the ωB97M-V functional and the def2-TZVPD basis
Cl 1.68 0.06 -1.23
H 0.59 0.41 1.71
N -1.35 0.77 -1.11
H 0.77 -1.32 0.85
C 0.26 0.12 -0.38
H -0.92 -0.73 1.29
C 0.19 -0.39 0.92
H -1.22 1.08 -2.06
```

The calculation puts the energy relative to the best compared isomer or geometry (same formula, charge and spin) at 116.45 kcal per mole. The energy is -593.35558 Eh.

---

20.
Below is one molecule with the formula C2H4ClNO, with properties calculated with the ωB97M-V functional and the def2-TZVPD basis.

Geometry as XYZ:
```
9
C2H4ClNO | the OMol25 dataset | the ωB97M-V functional and the def2-TZVPD basis
H 0.78 -0.82 0.31
H 0.72 0.46 1.55
H 0.67 1.92 -0.36
H -1.44 0.94 -1.03
Cl -3.73 0.19 -0.15
N -1.27 -0.21 0.71
C -1.98 0.31 -0.12
C 0.50 0.11 0.52
O 0.58 0.91 -0.58
```

The calculation puts the energy relative to the best compared isomer or geometry (same formula, charge and spin) at 61.50 kcal per mole. The SMILES is OC/N=C/Cl. The energy is -668.70613 Eh.